(1)
ORCA calculation (ωB97M-V/def2-TZVPD) on C33H43BKN6O6S5 as an isolated structure in a non-equilibrium geometry.

XYZ file:
```
95
Properties=species:S:1:pos:R:3:forces:R:3:mulliken_charge:R:1
K -0.913 1.293 -0.445 -0.186 -1.175 3.257 0.972
S -1.725 3.530 -1.959 -0.206 0.416 -0.638 1.438
S 0.933 2.496 1.681 0.494 -0.149 0.120 -0.155
S -0.710 -1.406 2.362 0.137 0.115 0.157 -0.366
S 0.627 1.024 -3.085 -0.073 0.116 -0.263 1.388
S 1.228 -1.242 -0.402 0.009 -0.120 0.314 -0.205
O 1.337 0.198 -4.045 0.091 -0.085 0.043 -0.815
O -2.351 4.830 -2.004 -0.123 0.129 0.039 -0.767
O -2.632 2.432 -1.623 -0.578 0.480 -0.470 -0.838
O 1.497 1.755 -2.177 0.136 -0.061 0.027 -0.062
O -0.510 3.467 -1.163 0.211 1.144 -0.241 -0.620
O -0.438 0.316 -2.373 0.412 -0.865 -1.876 -0.881
N 4.138 -2.122 1.764 -0.097 -0.072 -0.329 -1.059
N 3.921 0.555 -0.083 -0.247 0.129 -0.010 -0.493
N 1.694 -0.278 2.655 0.488 -0.160 -0.477 0.479
N 2.755 0.249 3.311 -0.260 -0.098 -0.075 -0.090
N 2.842 0.894 0.670 0.010 -0.606 0.181 0.688
N 3.104 -1.675 1.063 0.015 0.447 0.725 1.048
C -1.802 4.036 -4.609 0.120 -0.103 0.118 -0.586
C 6.216 -2.934 3.270 0.036 0.066 0.080 -1.995
C -0.928 -0.509 5.298 0.007 -0.002 -0.012 -1.812
C 0.520 -0.638 3.211 -0.283 0.123 0.161 0.486
C 4.071 2.825 -0.716 0.212 -0.062 -0.216 -0.370
C -1.518 3.916 -5.960 -0.048 0.073 -0.040 -0.557
C 4.512 1.474 -0.765 0.038 0.144 -0.040 0.169
C 3.847 1.176 5.240 -0.106 -0.032 -0.019 2.319
C 2.310 2.135 0.768 -0.072 0.157 -0.010 1.244
C 4.990 1.354 4.243 0.074 0.004 -0.024 -1.724
C -0.258 2.244 -4.095 -0.225 0.268 -0.100 -0.217
C -0.605 2.972 -6.385 0.031 -0.033 -0.071 -0.564
C 2.345 -4.155 -1.611 0.021 -0.016 0.026 -1.659
C 7.015 -3.880 1.104 0.064 -0.024 -0.025 -1.650
C 5.885 -0.452 -1.597 0.016 -0.108 0.010 -1.953
C 2.991 3.167 0.007 -0.383 0.163 0.187 -0.498
C 0.013 2.147 -5.458 -0.030 0.063 0.150 -0.582
C 4.629 -3.264 1.356 0.014 -0.024 0.027 0.193
C 2.499 -2.274 0.055 -0.128 0.022 -0.361 0.626
C 6.934 1.786 -1.241 0.019 0.020 0.005 -1.879
C 4.306 0.272 6.389 0.036 -0.040 0.046 -1.618
C 3.440 2.549 5.791 -0.006 0.056 0.012 -1.750
C -1.192 3.218 -3.658 0.189 -0.240 -0.286 -0.222
C 1.414 0.317 5.242 0.144 0.077 0.167 -0.630
C 5.839 -3.823 2.089 -0.064 0.009 -0.068 2.352
C 2.642 0.546 4.559 0.003 0.074 0.047 0.392
C 2.996 -3.504 -0.436 -0.097 0.030 -0.093 0.238
C 4.076 -3.968 0.245 0.172 -0.136 -0.030 -0.319
C 5.656 1.054 -1.671 -0.032 0.065 0.025 2.431
C 5.286 1.437 -3.112 -0.012 -0.037 -0.077 -1.718
C 2.419 4.547 -0.026 0.048 -0.040 0.094 -1.786
C 5.520 -5.235 2.600 0.032 -0.027 0.031 -1.789
C 0.375 -0.262 4.609 -0.219 -0.185 -0.141 0.247
B 2.176 -0.397 1.195 0.159 0.182 -0.107 -1.071
H -1.204 -1.561 5.234 0.030 0.002 0.010 0.361
H 7.915 -4.230 1.616 -0.026 -0.007 -0.002 0.465
H -0.869 -0.199 6.342 -0.016 -0.007 -0.010 0.370
H 4.699 2.003 3.415 -0.013 -0.013 0.043 0.224
H -0.368 2.866 -7.437 -0.005 0.005 0.004 0.369
H 5.298 0.399 3.813 -0.030 0.023 0.029 0.071
H 6.070 1.102 -3.797 -0.005 0.002 0.017 0.466
H 4.340 0.979 -3.409 0.010 0.002 0.037 0.269
H 0.721 1.397 -5.774 0.014 -0.017 -0.011 0.532
H 6.460 -1.920 2.950 -0.008 -0.048 -0.024 0.269
H 1.401 4.510 -0.421 0.029 -0.060 -0.030 0.269
H 4.623 -0.703 6.012 -0.010 0.032 0.001 0.222
H 4.562 3.575 -1.325 0.025 -0.022 0.014 0.290
H 6.119 -0.772 -0.578 0.008 0.034 -0.025 0.273
H 4.312 3.041 6.231 -0.027 -0.010 -0.004 0.483
H 7.772 1.491 -1.880 -0.032 0.010 0.005 0.465
H 3.511 0.110 7.122 0.014 0.019 -0.033 0.316
H 7.223 -2.893 0.685 -0.017 -0.013 0.036 0.263
H 1.318 -4.436 -1.366 0.017 0.009 0.014 0.338
H 7.190 1.545 -0.206 -0.004 -0.009 -0.030 0.360
H 2.350 4.963 0.982 0.013 -0.020 -0.018 0.326
H 3.039 5.190 -0.652 -0.018 0.022 0.007 0.426
H 2.283 -3.454 -2.448 0.027 0.012 0.034 0.354
H 5.843 1.802 4.760 0.000 -0.005 -0.024 0.539
H 3.048 3.187 4.996 0.018 -0.036 0.007 0.314
H 4.537 -4.897 -0.070 -0.001 0.019 0.039 0.353
H -1.726 0.040 4.796 0.020 0.006 -0.014 0.335
H -2.010 4.566 -6.675 0.003 -0.004 0.026 0.363
H -2.500 4.782 -4.256 0.007 -0.026 0.016 0.515
H 5.401 -2.858 3.992 0.008 -0.024 -0.033 0.403
H 7.088 -3.364 3.768 -0.011 0.023 0.020 0.507
H 2.677 2.470 6.570 0.021 -0.021 -0.041 0.324
H 4.660 -5.225 3.272 0.025 0.030 -0.006 0.375
H 5.152 0.730 6.909 -0.021 -0.018 -0.013 0.474
H 2.894 -5.042 -1.923 -0.013 -0.002 -0.004 0.405
H 1.314 0.613 6.281 0.009 -0.004 -0.028 0.304
H 4.998 -1.003 -1.918 0.018 0.052 -0.007 0.203
H 5.179 2.516 -3.231 0.007 -0.012 0.024 0.360
H 6.818 -4.561 0.273 -0.008 0.020 0.023 0.364
H 6.718 -0.718 -2.252 -0.008 -0.024 0.014 0.559
H 6.819 2.869 -1.317 0.003 -0.027 0.004 0.325
H 6.378 -5.630 3.149 -0.019 0.009 -0.015 0.468
H 5.302 -5.929 1.785 0.005 0.027 -0.001 0.316
```
Positions in Å, forces in eV/Å.

Computed properties:
Spin multiplicity ... 1
Total charge ... -1
Gap between HOMO and LUMO ... 7.02 eV
HOMO energy ... -5.3 eV
E ... -127328.2629 eV
LUMO ... 1.7 eV

***

(2)
ORCA calculation (ωB97M-V/def2-TZVPD) on C4H11NORb as an isolated structure in a non-equilibrium geometry.

XYZ file:
```
18
Properties=species:S:1:pos:R:3:forces:R:3:mulliken_charge:R:1
Rb -1.154 -2.833 -0.689 0.060 0.196 -0.029 0.936
O -1.121 0.449 -0.558 -0.042 -2.588 -0.059 -0.276
N 0.954 -1.523 1.073 -0.294 -1.808 0.664 -0.521
C 1.678 -0.304 -0.950 -0.349 -0.618 0.660 -0.998
C -0.269 0.539 0.532 1.701 2.569 -0.415 -0.741
C 1.072 -0.243 0.453 -0.384 1.910 0.117 0.115
C -2.223 1.295 -0.528 -1.142 -0.237 -1.808 -0.838
H 1.764 0.409 0.986 -0.046 0.041 0.538 0.263
H 0.073 1.569 0.431 0.472 0.499 0.421 0.343
H 1.805 -1.843 1.513 0.622 -0.114 -0.570 0.260
H -2.894 1.255 0.330 0.572 0.125 0.558 0.354
H -2.813 0.860 -1.335 -0.435 0.406 -0.140 0.262
H 0.374 -1.488 1.900 -0.496 0.427 0.063 0.231
H 1.147 -1.123 -1.434 0.127 0.301 -0.813 0.076
H -0.795 0.612 1.485 -0.078 -1.022 0.349 0.512
H 1.642 0.658 -1.462 -0.335 -0.240 -0.122 0.326
H -1.967 2.298 -0.871 0.068 0.261 0.559 0.315
H 2.728 -0.588 -0.877 -0.023 -0.107 0.026 0.382
```
Positions in Å, forces in eV/Å.

Computed properties:
Spin multiplicity ... 1
Total charge ... +1
Gap between HOMO and LUMO ... 9.54 eV
HOMO energy ... -13.1 eV
E ... -8513.2871 eV
Relative energy (zero: lowest compared OMol25 entry of this formula, charge and spin) ... 90.9 kJ/mol
LUMO ... -3.6 eV

***

(3)
ORCA calculation (ωB97M-V/def2-TZVPD) on a 18-piece molecular cluster, ClH34O21 overall in a non-equilibrium geometry.

XYZ file:
```
56
Properties=species:S:1:pos:R:3:forces:R:3:mulliken_charge:R:1
Cl 0.445 0.165 0.007 1.520 0.028 -0.546 -0.238
O -3.166 0.428 1.468 -0.348 -0.460 -1.368 -0.578
O 0.816 -3.583 0.896 0.562 -3.986 2.201 -0.720
O -2.956 0.113 -1.378 -1.115 0.493 0.475 -0.571
O 1.458 -2.463 -1.608 0.616 1.810 -1.010 -0.581
O 0.398 0.647 -1.414 0.303 -1.469 2.629 -0.505
O -2.333 -2.980 -0.729 1.340 -0.719 1.534 -0.609
O -1.388 3.002 2.482 1.042 -1.895 -1.112 -0.674
O -0.200 1.217 0.798 0.432 -1.504 -0.416 0.235
O 0.830 3.933 0.017 -0.431 -0.758 0.259 -0.742
O 0.455 -1.475 3.073 1.118 -0.016 1.594 -0.707
O -2.100 -2.263 1.972 -0.028 -0.462 1.599 -0.753
O -1.373 1.378 -3.597 0.156 -0.811 -0.810 -0.799
O -1.000 -1.201 -2.885 -0.137 -1.544 -0.544 -0.767
O 1.092 1.386 -4.503 0.584 -0.566 0.266 -0.628
O 2.261 0.435 3.636 -1.679 -1.032 1.079 -0.789
O -1.474 2.906 -1.318 -0.114 -1.302 0.927 -0.893
O -0.297 -1.127 0.207 1.043 2.498 -0.587 0.802
O 2.001 2.482 2.042 0.170 0.501 -0.806 -0.594
O 3.959 -0.720 1.772 2.755 0.387 3.636 -0.753
O 3.623 -0.123 -1.647 0.258 -0.145 -0.494 -0.750
O 1.876 -0.016 0.449 -3.685 0.449 -0.926 -0.194
H -0.272 -1.459 3.685 -0.518 -0.154 0.315 0.282
H -2.292 -1.327 1.950 -0.240 0.185 -0.482 0.427
H 1.869 2.825 2.913 0.075 0.720 0.807 0.254
H -1.073 2.241 1.865 -0.684 2.147 1.489 0.308
H 0.061 -1.503 2.227 -0.797 -0.133 -1.676 0.179
H -0.427 1.293 -3.865 -0.902 0.963 0.256 0.504
H 0.478 -2.832 0.528 -1.211 3.512 -1.718 0.090
H 1.089 1.420 -5.459 -0.031 -0.056 -0.297 0.275
H -2.199 -0.461 -1.327 0.568 -0.591 -0.241 0.270
H 1.200 3.245 0.618 0.055 0.826 -0.141 0.468
H -1.040 -0.248 -2.971 -0.471 1.075 -0.283 0.370
H 1.169 -3.345 -1.657 -0.519 -2.017 0.342 0.226
H -0.357 -1.374 -2.207 0.488 -0.077 0.509 0.153
H -2.490 0.651 2.082 0.703 0.609 0.993 0.270
H 1.580 -2.242 -2.548 0.056 0.069 0.409 0.258
H 3.382 -1.024 1.155 -2.678 -1.145 -3.404 0.375
H 2.890 0.138 2.994 1.064 0.294 -0.877 0.390
H -1.887 -2.513 1.082 -0.231 -0.019 -1.026 0.251
H 2.732 -0.467 -1.664 -0.296 -0.428 -0.161 0.259
H -0.098 3.640 -0.071 0.583 0.572 -0.199 0.352
H -1.452 2.012 -2.876 0.192 0.276 0.162 0.445
H -2.385 2.734 -0.997 0.797 -0.067 -0.301 0.323
H -4.024 0.454 1.870 -0.431 0.090 0.698 0.209
H 1.265 0.459 -4.265 0.168 0.402 -0.144 0.323
H -0.955 2.093 -1.014 -0.992 1.459 -0.596 0.481
H 1.574 -0.284 3.524 0.615 0.946 0.305 0.462
H -2.339 2.954 2.479 -0.509 0.042 -0.141 0.322
H -3.353 0.038 -0.498 0.282 0.126 -0.190 0.362
H 3.511 0.482 -0.919 0.335 0.590 0.450 0.350
H 0.140 -3.840 1.562 0.787 0.228 -0.547 0.364
H 1.619 1.619 2.174 0.149 -0.774 -0.074 0.362
H -2.988 -2.847 -1.364 -1.941 0.713 -1.506 0.285
H 3.775 -1.344 2.496 0.531 0.178 -0.160 0.324
H -1.615 -3.312 -1.260 0.643 -0.060 -0.148 0.233
```
Positions in Å, forces in eV/Å.

Computed properties:
Spin multiplicity ... 1
Total charge ... -1
Gap between HOMO and LUMO ... 8.88 eV
HOMO energy ... -6.8 eV
E ... -56067.5547 eV
Relative energy (zero: lowest compared OMol25 entry of this formula, charge and spin) ... 73.8 kJ/mol
LUMO ... 2.1 eV

***

(4)
ORCA calculation (ωB97M-V/def2-TZVPD) on a 2-piece molecular cluster, C4H11NO2 overall in a non-equilibrium geometry.

XYZ file:
```
18
Properties=species:S:1:pos:R:3:forces:R:3:lowdin_spin:R:1
O 1.972 2.289 -0.167 -0.065 -0.492 0.103 0.000
O -1.671 -0.409 0.966 0.107 0.122 -0.067 0.832
N -0.831 -2.469 1.109 0.470 -0.929 -0.279 0.017
C 1.525 1.992 1.169 0.342 0.608 -1.054 0.000
C -0.954 0.085 -1.594 -0.072 0.601 0.283 0.005
C -0.234 -1.037 -0.788 -0.505 2.033 -1.522 0.054
C -0.952 -1.339 0.476 0.219 -0.331 0.840 0.078
H -0.328 -3.210 0.638 0.132 0.114 -0.034 0.002
H 1.512 2.928 1.728 0.142 -0.272 0.376 0.000
H 2.229 1.255 1.549 -0.084 0.154 0.396 0.000
H -0.223 -1.846 -1.492 0.108 -1.097 0.335 0.008
H -0.713 1.107 -1.286 0.098 -0.256 0.358 0.001
H -2.032 -0.006 -1.504 -0.121 -0.113 -0.285 0.000
H 0.783 -0.679 -0.610 0.033 -0.363 0.521 0.002
H -1.155 -2.728 2.034 -0.409 0.566 -0.033 0.000
H 1.222 2.416 -0.750 -0.055 0.247 0.052 0.000
H 0.516 1.598 1.161 -0.332 -0.271 0.115 0.000
H -0.668 0.053 -2.638 -0.010 -0.321 -0.105 0.000
```
Positions in Å, forces in eV/Å.

Computed properties:
Spin multiplicity ... 2
Total charge ... +1
Gap between HOMO and LUMO (alpha / beta) ... 8.97 / 4.35 eV
⟨S²⟩ ... 0.75
HOMO energy (alpha / beta) ... -13.4 / -13.4 eV
E ... -9901.7504 eV
Relative energy (zero: lowest compared OMol25 entry of this formula, charge and spin) ... 120.2 kJ/mol
LUMO (alpha / beta) ... -4.5 / -9.1 eV